No. 1
A molecular structure, C36H36Br2Cl3N3O4PdS in a non-equilibrium geometry. Source: the Open Molecules 2025 dataset; level of theory: ωB97M-V with the def2-TZVPD basis set.

Structure (XYZ):
```
86
Properties=species:S:1:pos:R:3:forces:R:3:lowdin_charge:R:1
Pd -0.527 0.210 -0.085 -1.7 0.1 -0.3 0.9180
C 5.618 -1.002 -4.259 -0.1 0.0 0.0 -0.0705
C 4.674 0.048 -4.849 0.0 0.0 0.0 -0.5604
C 5.469 1.347 -5.055 0.0 0.0 0.0 -0.0472
C 4.176 -0.464 -6.207 0.0 0.0 0.0 -0.0471
C 3.488 0.330 -3.931 0.0 0.0 0.0 -0.1774
C 3.313 -0.292 -2.706 0.0 0.0 0.0 -0.0882
C 2.235 0.063 -1.920 -0.2 0.0 0.3 -0.5379
Br 2.035 -0.843 -0.241 0.7 -0.3 -0.1 0.7940
C 1.277 1.032 -2.250 0.4 -0.2 -0.2 -0.3756
O 0.340 1.438 -1.420 -0.1 -0.3 1.0 -0.2494
C 1.407 1.598 -3.544 -0.1 0.1 0.1 -0.0825
C 2.512 1.251 -4.308 0.0 0.0 0.0 0.0049
C 0.409 2.606 -4.142 0.0 0.0 -0.1 -0.5290
C -0.026 2.121 -5.537 0.0 0.0 0.1 -0.0502
C -0.875 2.803 -3.328 -0.1 0.1 0.0 -0.0669
C 1.102 3.973 -4.270 -0.1 -0.1 0.0 -0.0440
H 6.458 -1.155 -4.939 0.0 0.0 0.0 0.0833
H 5.114 -1.961 -4.128 0.0 0.0 0.0 0.0872
H 6.020 -0.683 -3.296 0.0 0.0 0.0 0.0858
H 6.347 1.161 -5.678 0.0 0.0 0.0 0.0829
H 5.803 1.746 -4.095 0.0 0.0 0.0 0.0902
H 4.862 2.111 -5.544 0.0 0.0 0.0 0.0766
H 5.026 -0.694 -6.855 0.0 0.0 0.0 0.0833
H 3.556 0.276 -6.715 0.0 0.0 0.0 0.0757
H 3.584 -1.372 -6.081 0.0 0.0 0.0 0.0908
H 3.994 -1.048 -2.342 0.0 0.0 0.0 0.0911
H 2.621 1.724 -5.275 0.0 0.0 0.0 0.1012
H -0.508 1.144 -5.465 0.0 0.0 0.0 0.0930
H 0.809 2.036 -6.231 0.0 0.0 0.0 0.0698
H -0.742 2.827 -5.964 0.0 0.0 0.0 0.0820
H -1.368 1.855 -3.113 0.0 0.0 0.0 0.0845
H -1.561 3.421 -3.913 0.0 0.0 0.0 0.0819
H -0.680 3.307 -2.383 0.0 0.0 0.0 0.0788
H 1.980 3.920 -4.916 0.0 0.0 0.0 0.0765
H 1.421 4.328 -3.289 0.0 0.0 0.0 0.0898
H 0.409 4.706 -4.693 0.0 0.0 0.0 0.0838
Br -5.984 -4.762 1.751 0.0 0.0 0.0 0.7464
C -4.938 -4.117 0.314 0.0 0.0 0.1 -0.6589
C -5.093 -4.657 -0.954 0.0 0.0 -0.1 -0.1794
N -4.375 -4.250 -1.996 0.0 0.0 0.0 0.0802
C -3.480 -3.287 -1.804 0.0 0.0 0.0 -0.0660
C -3.268 -2.686 -0.569 0.0 0.1 0.0 -0.1078
C -4.016 -3.111 0.519 0.1 0.1 0.0 -0.0418
C -2.262 -1.596 -0.417 -0.1 -0.2 -0.1 -0.5910
O -1.534 -1.283 -1.391 0.5 0.6 0.2 -0.0364
O -2.152 -1.002 0.700 0.7 0.3 0.1 -0.0944
H -5.820 -5.439 -1.137 0.0 0.0 0.0 0.1038
H -2.901 -2.973 -2.663 0.0 0.0 0.0 0.1241
H -3.863 -2.657 1.489 0.0 0.0 0.1 0.1050
Cl -1.877 -2.190 9.021 0.0 -0.1 0.0 0.6966
C -2.191 -0.970 7.839 0.1 0.1 -0.1 -0.6693
C -1.318 -0.790 6.781 0.1 0.1 0.2 -0.1388
C -1.590 0.189 5.842 0.1 0.2 0.2 -0.0660
C -2.715 1.006 5.928 0.1 0.1 0.2 -0.1908
C -3.007 2.078 4.901 0.2 0.1 0.2 -0.2768
C -1.789 2.946 4.525 -0.2 0.0 0.0 -0.0387
N -0.903 2.340 3.546 0.1 0.0 0.0 -0.0522
C 0.387 1.904 3.758 0.1 0.0 -0.1 -0.0612
C 0.784 1.305 2.604 0.1 0.0 0.0 -0.1056
N -0.244 1.375 1.698 0.1 -0.3 -0.9 -0.0226
C -1.233 2.011 2.283 0.0 0.1 -0.1 -0.1347
O -3.635 1.610 3.722 -0.2 0.0 -0.1 -0.0915
C -3.399 0.257 3.349 -0.1 -0.2 -0.1 -0.1647
C -4.164 -0.701 4.212 -0.1 -0.1 -0.2 -0.3199
C -3.687 -1.880 4.694 -0.2 -0.2 0.0 -0.9488
Cl -2.131 -2.552 4.422 -0.1 -0.3 -0.3 0.7292
S -4.838 -2.719 5.658 0.0 0.0 0.0 0.9958
C -5.989 -1.471 5.423 0.0 -0.1 0.0 -0.3948
C -5.507 -0.476 4.638 0.0 0.0 -0.1 -0.1458
C -3.573 0.792 7.010 0.1 -0.1 0.0 -0.5719
Cl -5.020 1.731 7.215 0.0 0.1 0.0 0.7469
C -3.323 -0.183 7.960 -0.1 0.0 0.0 -0.1278
H -0.445 -1.421 6.682 0.0 0.0 0.0 0.1075
H -0.910 0.296 5.007 0.0 0.0 0.1 0.0994
H -3.713 2.773 5.352 0.0 0.0 0.0 0.1120
H -1.212 3.163 5.423 0.1 0.1 0.0 0.1409
H -2.158 3.886 4.115 0.0 0.0 0.0 0.1382
H 0.901 2.063 4.690 0.0 0.0 0.0 0.1285
H 1.722 0.836 2.361 0.0 0.0 0.0 0.0860
H -2.192 2.224 1.844 0.0 0.0 0.0 0.1510
H -2.336 0.003 3.357 -0.1 0.0 -0.1 0.0923
H -3.729 0.190 2.311 0.0 0.0 0.0 0.1322
H -6.962 -1.548 5.880 0.0 0.0 0.0 0.0721
H -6.062 0.411 4.370 0.0 0.0 0.0 0.1201
H -4.009 -0.328 8.782 0.0 0.0 0.0 0.1100
```
Forces are in eV/Å.

Calculated values
- Kohn-Sham gap (alpha / beta): 6.7 / 6.7 eV
- Charge: 0
- Spin multiplicity: 1
- Highest occupied orbital energy (alpha / beta): -0.275 / -0.275 Ha
- Largest force on an atom: 0.033 hartree/bohr
- Energy above the lowest of the compared OMol25 structures with the same formula, charge and spin: 63.5 kJ/mol
- E_tot: -8913.34271 a.u.



No. 2
A molecular structure, C36H36Br2Cl5N7O4V. Source: the Open Molecules 2025 dataset; level of theory: ωB97M-V with the def2-TZVPD basis set.

Structure (XYZ):
```
91
Properties=species:S:1:pos:R:3:forces:R:3:lowdin_charge:R:1
V -0.415 0.524 0.308 -0.5 0.3 -0.6 0.4964
Cl 5.051 5.126 2.014 0.0 0.0 0.0 0.6488
C 3.550 4.310 1.775 0.0 0.0 0.0 -0.7276
C 3.513 3.058 1.174 0.0 0.0 0.0 -0.7052
Cl 4.974 2.299 0.651 0.0 0.0 0.0 0.6747
C 2.302 2.411 0.996 0.0 -0.2 -0.1 -0.5491
Cl 2.232 0.831 0.255 0.1 0.1 0.1 0.7731
C 1.067 2.959 1.400 0.0 0.1 0.1 -0.5071
O -0.046 2.356 1.235 0.0 -0.2 -0.2 -0.2559
C 1.137 4.245 2.007 0.0 -0.1 -0.1 -0.6075
Cl -0.356 4.941 2.505 0.0 0.0 0.0 0.7257
C 2.344 4.893 2.186 0.0 0.1 0.0 -0.7003
Cl 2.372 6.450 2.931 0.0 0.0 0.0 0.6688
Br 1.058 -0.119 -3.352 0.0 0.0 0.0 0.6401
C 0.501 1.711 -3.443 0.0 0.1 0.0 -0.9899
Br -0.267 2.345 -1.778 0.0 0.0 -0.1 0.8032
H -0.251 1.816 -4.213 0.0 0.0 0.0 0.0023
H 1.368 2.326 -3.645 0.0 0.0 0.0 0.0014
C -5.227 -0.870 -2.426 0.0 -0.1 0.0 -0.1195
C -3.911 -0.669 -2.811 0.1 0.1 0.0 -0.0995
C -2.995 -0.085 -1.947 -0.1 0.0 0.0 -0.0704
C -3.365 0.310 -0.655 0.4 -0.1 0.3 -0.3101
C -4.701 0.085 -0.275 -0.1 0.1 -0.1 -0.0410
C -5.611 -0.487 -1.146 0.0 0.0 0.0 -0.0984
N -2.423 0.787 0.287 -0.5 0.0 -0.2 -0.0946
C -2.980 1.737 1.190 0.3 -0.2 0.1 -0.3233
C -2.829 1.588 2.567 0.0 0.0 0.0 -0.0457
C -3.335 2.535 3.446 0.0 0.0 0.0 -0.0986
C -4.010 3.648 2.967 0.0 0.0 0.0 -0.1151
C -4.164 3.805 1.595 0.0 0.0 0.0 -0.0889
C -3.652 2.865 0.716 0.0 0.0 0.0 -0.0335
H -5.942 -1.312 -3.108 0.0 0.0 0.0 0.0914
H -3.584 -0.960 -3.804 0.0 0.0 0.0 0.0996
H -1.970 0.036 -2.260 0.1 0.1 -0.1 0.0520
H -5.024 0.375 0.717 0.0 0.0 0.0 0.1133
H -6.632 -0.640 -0.818 0.0 0.0 0.0 0.0982
H -2.294 0.726 2.944 0.0 0.0 0.0 0.0824
H -3.198 2.405 4.513 0.0 0.0 0.0 0.0956
H -4.409 4.386 3.650 0.0 0.0 0.0 0.0950
H -4.673 4.677 1.203 0.0 0.0 0.0 0.1005
H -3.767 3.000 -0.353 0.0 0.0 0.0 0.1189
C 3.184 -5.937 1.739 0.0 -0.1 0.0 -0.0183
N 3.659 -4.653 1.235 -0.1 0.1 0.0 -0.0909
N 2.837 -4.116 0.230 0.1 0.1 0.0 0.0423
C 2.703 -2.725 0.421 -0.1 0.1 -0.2 -0.4066
O 2.171 -1.976 -0.377 0.1 -0.2 0.1 -0.0115
C 3.348 -2.467 1.696 0.0 0.0 0.0 0.0618
C 3.865 -3.627 2.143 0.0 -0.1 0.1 -0.2826
C 4.537 -3.927 3.438 0.1 0.0 0.0 -0.0196
C 2.863 -4.718 -1.053 -0.1 0.0 0.0 -0.1907
C 1.805 -4.467 -1.922 0.1 0.0 0.0 -0.0060
C 1.815 -5.044 -3.180 -0.1 0.0 0.0 -0.0742
C 2.851 -5.883 -3.569 0.0 0.0 0.0 -0.0939
C 3.895 -6.130 -2.693 0.0 0.0 0.0 -0.0833
C 3.914 -5.541 -1.437 0.0 0.0 0.0 -0.0286
H 3.039 -6.610 0.897 0.0 0.0 0.0 0.0852
H 2.238 -5.835 2.282 0.0 0.0 0.0 0.0964
H 3.945 -6.364 2.388 0.0 0.0 0.0 0.0899
H 3.444 -1.491 2.142 0.0 0.0 0.0 0.1127
H 4.816 -3.002 3.938 0.0 0.0 0.0 0.0880
H 5.436 -4.524 3.288 0.0 0.0 0.0 0.0898
H 3.872 -4.484 4.102 0.0 0.0 0.0 0.0811
H 1.006 -3.819 -1.598 -0.1 0.0 0.0 0.0938
H 1.000 -4.841 -3.864 0.0 0.0 0.0 0.1029
H 2.842 -6.340 -4.550 0.0 0.0 0.0 0.1009
H 4.712 -6.776 -2.988 0.0 0.0 0.0 0.1033
H 4.743 -5.704 -0.761 0.0 0.0 0.0 0.1117
N -0.166 -0.325 2.056 0.0 -0.3 0.5 0.1163
C -0.020 -0.828 3.090 0.2 0.0 0.1 -0.1769
N 0.127 -1.387 4.267 -0.1 -0.1 0.1 -0.0771
C 0.630 -2.759 4.391 0.0 0.1 -0.1 -0.1095
C -0.007 -3.394 5.613 0.0 -0.1 0.0 -0.1879
O 0.231 -2.612 6.769 0.0 0.0 0.0 -0.1229
C -0.358 -1.329 6.640 0.0 0.0 0.1 -0.1847
C 0.253 -0.567 5.480 0.1 0.0 -0.1 -0.0961
H 1.720 -2.735 4.501 0.0 0.0 0.0 0.1216
H 0.381 -3.302 3.480 0.0 0.0 0.0 0.1336
H 0.426 -4.377 5.797 0.0 0.0 0.0 0.1284
H -1.087 -3.509 5.456 0.0 0.0 0.0 0.1310
H -0.180 -0.801 7.575 0.0 0.0 0.0 0.1311
H -1.441 -1.431 6.494 0.0 0.0 0.0 0.1307
H 1.314 -0.373 5.669 0.0 0.0 0.1 0.1358
H -0.256 0.381 5.311 0.0 0.0 0.0 0.1362
N -1.769 -3.346 -1.328 0.0 0.2 0.1 0.1827
C -1.598 -2.297 -0.462 0.3 0.1 0.0 -0.6231
N -2.326 -2.322 0.692 0.0 0.1 -0.2 0.1884
O -0.754 -1.428 -0.710 -0.1 0.0 0.2 -0.1015
H -2.632 -3.862 -1.286 0.0 0.0 0.0 0.1019
H -1.443 -3.142 -2.259 0.0 0.0 0.0 0.1088
H -3.197 -2.829 0.657 0.0 0.0 0.0 0.1057
H -2.411 -1.392 1.094 0.0 0.0 0.1 0.0738
```
Forces are in eV/Å.

Calculated values
- Kohn-Sham gap (alpha / beta): 6.4 / 5.8 eV
- Charge: 0
- Spin multiplicity: 2
- Highest occupied orbital energy (alpha / beta): -0.230 / -0.208 Ha
- Largest force on an atom: 0.016 hartree/bohr
- Energy above the lowest of the compared OMol25 structures with the same formula, charge and spin: 6.1 kJ/mol
- E_tot: -10470.71010 a.u.
- ⟨S²⟩: 0.79



No. 3
A molecular structure, C36H36Cl2F6I2N6O6S3TeTl in a non-equilibrium geometry. Source: the Open Molecules 2025 dataset; level of theory: ωB97M-V with the def2-TZVPD basis set.

Structure (XYZ):
```
99
Properties=species:S:1:pos:R:3:forces:R:3:lowdin_charge:R:1
Tl 0.182 0.232 -0.718 0.6 0.9 0.2 0.8265
Cl -0.798 6.225 4.087 0.0 -0.1 -0.1 0.6892
C -0.666 4.719 3.236 -0.1 0.0 0.0 -0.6588
C -1.818 4.086 2.767 0.0 0.1 0.1 -0.1025
C -1.741 2.881 2.112 -0.2 0.1 0.1 -0.5438
Cl -3.234 2.173 1.573 0.1 0.0 0.1 0.7755
C -0.516 2.210 1.875 0.0 0.3 0.2 -0.3822
O -0.484 1.024 1.362 0.4 -0.2 -0.4 -0.2372
C 0.636 2.917 2.312 0.2 0.1 0.0 -0.1075
C 1.981 2.480 2.021 0.0 -0.1 0.0 -0.1807
O 2.317 1.590 1.244 -0.1 0.1 0.2 -0.1772
C 0.549 4.137 3.007 0.0 0.0 0.0 -0.0527
H -2.784 4.545 2.925 0.0 0.0 0.0 0.1141
H 2.776 3.054 2.532 -0.1 0.0 0.0 0.1415
H 1.458 4.620 3.345 0.0 0.0 0.0 0.1191
I -0.031 -3.176 -2.297 0.1 -0.1 -0.3 0.9598
C 1.100 -2.838 -4.061 -0.1 0.1 0.0 -1.1251
I 3.198 -2.776 -3.761 0.0 0.0 0.1 0.7952
H 0.792 -1.867 -4.437 0.0 -0.1 0.0 -0.0503
H 0.885 -3.626 -4.771 0.0 0.0 0.0 -0.0333
N -1.017 -1.367 0.173 0.0 -0.2 -0.2 -0.4045
S -2.376 -0.956 1.032 -0.2 0.0 0.0 1.0982
C -1.965 -1.541 2.659 0.1 -0.1 -0.1 -0.4078
C -1.466 -2.835 2.798 0.0 0.0 0.1 -0.0762
C -1.061 -3.264 4.049 0.0 0.0 0.0 -0.0519
C -1.163 -2.410 5.144 0.0 0.0 0.0 -0.0529
C -1.672 -1.131 4.991 0.0 0.0 0.0 -0.0455
C -2.074 -0.681 3.739 0.0 0.0 0.0 -0.0593
C -3.567 -2.192 0.520 0.1 -0.1 0.0 -0.3719
C -3.578 -2.583 -0.809 0.0 -0.1 0.0 -0.0992
C -4.555 -3.470 -1.236 0.0 0.0 0.0 -0.0503
C -5.513 -3.937 -0.348 0.0 0.0 0.0 -0.0594
C -5.500 -3.519 0.976 0.0 0.0 0.0 -0.0582
C -4.525 -2.639 1.420 0.0 0.0 0.0 -0.0690
H -0.318 -1.634 0.867 -0.2 -0.3 0.0 -0.0417
H -1.411 -3.498 1.943 0.0 0.0 0.0 0.1259
H -0.680 -4.269 4.175 0.0 0.0 0.0 0.1174
H -0.844 -2.750 6.120 0.0 0.0 0.0 0.1144
H -1.759 -0.473 5.846 0.0 0.0 0.0 0.1161
H -2.461 0.318 3.606 0.0 0.1 0.0 0.0925
H -2.840 -2.198 -1.498 0.0 0.0 0.0 0.0376
H -4.569 -3.788 -2.270 0.0 0.0 0.0 0.1143
H -6.275 -4.624 -0.689 0.0 0.0 0.0 0.1121
H -6.248 -3.880 1.669 0.0 0.0 0.0 0.1133
H -4.513 -2.319 2.454 0.0 0.0 0.0 0.1159
C 1.920 3.020 -1.501 0.0 0.2 0.0 -0.1448
N 1.758 1.654 -2.117 -0.4 0.0 0.1 -0.0905
C 1.323 1.849 -3.548 0.1 0.1 -0.2 -0.1594
N 2.259 2.671 -4.285 0.0 -0.1 0.1 -0.0652
C 2.367 3.976 -3.627 0.0 0.0 0.0 -0.1348
N 2.854 3.835 -2.252 0.0 -0.1 0.0 -0.0655
C 4.150 3.162 -2.280 0.1 0.0 0.0 -0.1463
N 4.063 1.839 -2.910 -0.1 0.0 0.0 -0.0688
C 3.116 1.036 -2.161 0.1 0.0 0.0 -0.2481
C 3.563 2.016 -4.276 0.0 0.0 -0.1 -0.1504
H 2.300 2.882 -0.493 0.0 0.0 -0.1 0.1044
H 0.950 3.508 -1.469 0.1 0.0 0.0 0.1039
H 0.344 2.319 -3.563 0.1 0.0 0.0 0.0926
H 1.259 0.871 -4.017 0.0 0.0 0.0 0.1195
H 1.386 4.450 -3.611 0.0 0.0 0.0 0.1242
H 3.060 4.601 -4.189 0.0 0.0 0.0 0.1347
H 4.518 3.047 -1.258 0.0 0.0 0.0 0.1348
H 4.858 3.770 -2.842 0.0 0.0 0.0 0.1334
H 3.483 0.954 -1.142 0.0 0.1 0.0 0.0371
H 3.034 0.042 -2.611 0.0 0.0 0.0 0.0535
H 3.478 1.038 -4.754 0.0 0.0 0.0 0.1270
H 4.276 2.620 -4.837 0.0 0.0 0.0 0.1340
C 2.038 -1.166 2.492 -0.1 0.0 0.0 -0.3366
Te 2.628 -0.991 0.456 0.1 -0.3 0.0 1.5592
C 2.415 -3.113 0.473 0.0 0.0 0.1 -0.4086
C 2.736 -3.485 1.900 0.0 -0.1 -0.1 -0.2932
C 3.205 -4.749 2.241 0.0 0.0 0.0 -0.0274
C 3.452 -5.065 3.567 0.0 0.0 0.0 -0.0667
C 3.239 -4.116 4.560 0.0 0.0 0.0 -0.0689
C 2.784 -2.851 4.224 0.0 0.0 0.0 -0.0360
C 2.529 -2.533 2.895 0.0 0.1 0.1 -0.2922
H 0.953 -1.052 2.561 0.0 0.0 0.1 0.0531
H 2.501 -0.355 3.046 0.0 0.0 0.0 0.0699
H 3.085 -3.555 -0.260 0.0 0.0 0.0 0.0482
H 1.395 -3.377 0.203 0.0 0.0 0.0 -0.0185
H 3.384 -5.484 1.466 0.0 0.0 0.0 0.1199
H 3.821 -6.047 3.827 0.0 0.0 0.0 0.1095
H 3.442 -4.359 5.594 0.0 0.0 0.0 0.1087
H 2.636 -2.105 4.995 0.0 0.0 0.0 0.1191
F -4.060 0.755 -4.641 -0.1 0.0 0.1 0.1820
C -2.974 0.028 -4.480 0.1 0.0 0.0 -0.6846
F -2.225 0.087 -5.568 0.1 0.0 -0.1 0.1716
F -3.309 -1.235 -4.239 0.0 -0.1 0.0 0.1531
S -2.016 0.620 -3.022 -0.1 0.0 0.7 0.6103
O -0.687 0.008 -3.132 -0.2 0.0 0.1 -0.4153
O -2.722 0.190 -1.839 -0.1 0.1 -0.3 -0.3051
N -1.971 2.161 -3.294 -0.3 -0.1 -0.1 -0.2695
S -1.692 3.162 -2.102 0.2 -0.4 0.1 0.6419
O -1.191 2.446 -0.924 -0.1 0.3 -0.5 -0.3575
O -0.966 4.301 -2.564 0.0 0.0 0.1 -0.2366
C -3.357 3.813 -1.664 0.0 0.0 -0.1 -0.6962
F -3.237 4.644 -0.639 0.0 0.0 0.1 0.1549
F -4.181 2.823 -1.358 0.0 0.0 0.0 0.1381
F -3.830 4.469 -2.713 0.0 0.0 0.0 0.1685
```
Forces are in eV/Å.

Calculated values
- Kohn-Sham gap: 6.1 eV
- Charge: +1
- Spin multiplicity: 1
- Highest occupied orbital energy: -0.385 Ha
- Largest force on an atom: 0.022 hartree/bohr
- Energy above the lowest of the compared OMol25 structures with the same formula, charge and spin: 51.0 kJ/mol
- E_tot: -5923.13253 a.u.



Which formula does entry 1 have? C36H36Br2Cl3N3O4PdS



largest force on an atom of number 3 (C36H36Cl2F6I2N6O6S3TeTl)? 0.022 hartree/bohr